No. 1
Molecular formula: C4H4ClFN2
Method: DFT, wB97M-V/def2-TZVPD

Atoms and positions in Å:
C -0.2718 1.1427 1.4971
N -0.0009 0.2933 0.3449
N 0.2772 0.9752 -0.7650
C 0.3692 0.1271 -1.7960
C 0.1746 -1.1933 -1.4347
F 0.2936 -2.3165 -2.0886
C -0.0588 -1.0010 0.2555
Cl -0.5784 -2.0130 1.4930
H 0.7137 1.0074 2.1208
H -0.6059 2.0795 1.0806
H -0.9248 0.5513 2.0521
H 0.6121 0.3473 -2.7597

Properties
HOMO, eV: -8.3
SMILES: Cn1ncc(F)c1Cl
Electronic energy, eV: -22429.8526
ΔE to the lowest compared entry with this formula, charge and spin, kcal/mol: 52.2
Orbital gap, eV: 8.92


No. 2
Molecular formula: C4H4ClFO
Method: DFT, wB97M-V/def2-TZVPD

Atoms and positions in Å:
F -0.6967 2.2290 -0.1715
C -0.3134 0.9976 0.0672
C -1.0479 -0.0904 0.0261
Cl -2.8303 -0.0264 0.0081
C -0.1759 -1.2940 -0.0922
O 1.1494 -0.7537 -0.1522
C 1.2043 0.6961 0.1558
H -0.2062 -1.9979 0.7407
H -0.3365 -2.0185 -0.9509
H 1.6891 0.8825 1.0384
H 1.5641 1.3757 -0.6693

Properties
HOMO, eV: -9.4
SMILES: FC1=C(Cl)COC1
Electronic energy, eV: -21498.2461
ΔE to the lowest compared entry with this formula, charge and spin, kcal/mol: 22.4
Orbital gap, eV: 10.22


No. 3
Molecular formula: C4H4ClN
Method: DFT, wB97M-V/def2-TZVPD

Atoms and positions in Å:
N -0.1394 1.4663 2.9380
C -0.2458 1.2287 1.7982
C -0.5154 0.8102 0.5243
C 0.0628 -0.3871 0.1555
C 0.0840 -0.8701 -1.2399
Cl 1.8382 -0.7514 -1.7656
H -1.0177 1.4946 -0.1408
H 0.7119 -0.9030 0.8865
H -0.5376 -0.1235 -1.8042
H -0.2410 -1.9647 -1.3521

Properties
HOMO, eV: -10.2
SMILES: N#C/C=C/CCl
Electronic energy, eV: -18223.9835
ΔE to the lowest compared entry with this formula, charge and spin, kcal/mol: 26.7
Orbital gap, eV: 9.85


No. 4
Molecular formula: C4H4ClNO
Method: DFT, wB97M-V/def2-TZVPD

Atoms and positions in Å:
C -1.8056 -0.2289 0.6467
O -0.5620 -0.0014 1.2863
C 0.6533 0.2352 0.5533
C 1.0159 0.4068 -0.7461
Cl -0.0502 -0.0419 -1.9387
C 2.3950 0.2504 -1.0612
N 3.4716 0.1447 -1.4382
H -2.7772 -0.2727 1.3355
H -1.9530 0.4860 -0.3738
H -1.8173 -1.1661 0.2262
H 1.4293 0.1880 1.5099

Properties
HOMO, eV: -9.6
SMILES: CO/C=C(\Cl)C#N
Electronic energy, eV: -20269.3363
ΔE to the lowest compared entry with this formula, charge and spin, kcal/mol: 73.4
Orbital gap, eV: 9.82


No. 5
Molecular formula: C4H4ClNO
Method: DFT, wB97M-V/def2-TZVPD

Atoms and positions in Å:
C -0.5284 -0.3784 0.5273
C -0.8397 1.0259 0.3457
C 0.5742 -0.0712 -0.5389
C 1.9626 -0.7453 -0.2645
H -0.0687 -0.9944 1.4746
H -0.8724 2.0668 1.0587
H -1.8432 1.1426 -0.4104
H 0.4186 -0.5033 -1.6235
N 2.8022 -1.4765 0.1638
O 0.2910 1.3312 -0.4901
Cl -1.8962 -1.3974 -0.2427

Properties
HOMO, eV: -10.6
Electronic energy, eV: -20268.8617
ΔE to the lowest compared entry with this formula, charge and spin, kcal/mol: 84.3
Orbital gap, eV: 11.08


No. 6
Molecular formula: C4H4ClO3
Method: DFT, wB97M-V/def2-TZVPD

Atoms and positions in Å:
C 0.5072 -1.7120 0.0262
C 1.0654 -0.3616 0.3474
Cl 2.7046 -0.5336 0.8023
C 0.4867 0.8059 0.1276
O 0.8898 1.9727 0.1556
O -0.8919 0.5620 -0.3881
C -1.7134 1.5927 -0.2857
O -2.7679 1.6155 -0.9175
H 1.4377 -2.4414 -0.2053
H -0.2965 -1.7248 -0.7970
H 0.0679 -2.3148 0.8328
H -1.4895 2.5395 0.3016

Properties
HOMO, eV: -3.2
SMILES: C/C(Cl)=C(/[O-])OC=O
Net charge: -1
Electronic energy, eV: -22878.3685
ΔE to the lowest compared entry with this formula, charge and spin, kcal/mol: 11.5
Orbital gap, eV: 6.86


No. 7
Molecular formula: C4H4CrO
Method: DFT, wB97M-V/def2-TZVPD

Atoms and positions in Å:
C 2.9949 -0.0866 -2.1940
C 3.1833 1.1572 -1.8846
H 2.5709 1.7083 -1.1632
H 3.3807 -0.8844 -2.8231
C 4.3793 2.1659 -2.5230
C 4.5105 3.4551 -2.1523
O 5.4230 4.3083 -2.5747
Cr 6.7396 4.4632 -3.7240
H 5.0366 1.6863 -3.2544
H 3.8181 3.8602 -1.3975

Properties
HOMO (alpha / beta), eV: -11.7 / -12.2
Net charge: +1
Spin multiplicity: 6
Electronic energy, eV: -34668.0296
ΔE to the lowest compared entry with this formula, charge and spin, kcal/mol: 0.0
Orbital gap (alpha / beta), eV: 4.39 / 5.40


No. 8
Molecular formula: C4H4CrO5
Method: DFT, wB97M-V/def2-TZVPD

Atoms and positions in Å:
O 1.1935 -0.3060 -1.4021
C 2.2181 0.0646 -0.6882
O 1.5260 0.4053 0.5111
H -1.9593 1.3383 1.0536
Cr 4.7065 -0.2550 0.7954
O 3.3853 -0.2239 -0.6542
O -0.5142 1.0813 -0.4109
C -1.8232 0.7827 0.1187
C -1.7562 -0.7262 0.3244
O -0.3336 -0.9664 0.3731
C 0.2988 0.0667 -0.1614
H -2.5687 1.0921 -0.6192
H -2.1821 -1.2935 -0.5111
H -2.1909 -1.0601 1.2708

Properties
HOMO (alpha / beta), eV: -12.6 / -14.9
Net charge: +1
Spin multiplicity: 6
Electronic energy, eV: -42862.8960
ΔE to the lowest compared entry with this formula, charge and spin, kcal/mol: 6.5
Orbital gap (alpha / beta), eV: 8.05 / 10.63


No. 9
Molecular formula: C4H4CsO2
Method: DFT, wB97M-V/def2-TZVPD

Atoms and positions in Å:
O 2.5384 -0.0053 -0.0970
C 1.3544 0.3991 -0.8022
C 0.2258 -0.2158 -0.5297
C -1.0152 -0.6808 -0.4385
C -2.0197 -0.3370 0.6584
O -3.0836 0.3615 0.1593
H -1.4271 -1.2936 -1.2557
H -1.4491 0.2126 1.4523
H -2.3217 -1.3135 1.1269
Cs 4.8194 3.5292 -0.8860
H 2.3783 -0.6564 0.6122

Properties
HOMO (alpha / beta), eV: -1.2 / -4.0
Net charge: -1
Electronic energy, eV: -8849.6732
ΔE to the lowest compared entry with this formula, charge and spin, kcal/mol: 58.8
Orbital gap (alpha / beta), eV: 3.20 / 6.60


No. 10
Molecular formula: C4H4CuO5
Method: DFT, wB97M-V/def2-TZVPD

Atoms and positions in Å:
O 2.1925 -0.8540 -0.2851
C 1.8922 -1.8550 0.5450
C 1.0808 0.0858 -0.2753
O 2.6778 -2.7198 0.8596
O 0.6430 -1.7777 0.9688
C -0.0912 -0.7537 0.1816
H 0.9589 0.5024 -1.2816
H 1.3633 0.8920 0.4200
H -0.4643 -1.3146 -0.6966
O -1.3986 2.1873 0.4252
C -2.3991 1.9587 -0.3256
O -2.8193 0.7832 -0.4633
H -2.0261 2.6239 -1.1975
Cu -1.6097 0.2415 1.1247

Properties
HOMO (alpha / beta), eV: -0.4 / -4.8
Net charge: -1
Spin multiplicity: 3
Electronic energy, eV: -59086.3888
ΔE to the lowest compared entry with this formula, charge and spin, kcal/mol: 48.9
Orbital gap (alpha / beta), eV: 3.21 / 6.72


No. 11
Molecular formula: C4H4EuO5
Method: DFT, wB97M-V/def2-TZVPD

Atoms and positions in Å:
O 0.6710 -2.0743 -5.2989
C 1.6970 -2.5025 -5.5228
Eu -1.5460 -0.9155 -4.7521
O -1.2758 0.2859 -2.6637
O -3.4096 0.6795 -0.4620
C -3.5247 -0.4461 0.3040
C -2.2093 -1.2335 0.3347
O -1.3244 -0.7061 -0.6729
C -1.8039 -0.6144 -1.9078
H -3.8133 -0.2350 1.3622
H -4.2573 -1.1705 -0.1364
H -2.3865 -2.2901 0.0951
H -1.6835 -1.1112 1.2909
O -2.2471 -1.6752 -2.4968

Properties
HOMO (alpha / beta), eV: -5.4 / -5.4
Spin multiplicity: 8
Electronic energy, eV: -33775.3215
ΔE to the lowest compared entry with this formula, charge and spin, kcal/mol: 53.3
Orbital gap (alpha / beta), eV: 3.24 / 3.30


No. 12
Molecular formula: C4H4F2
Method: DFT, wB97M-V/def2-TZVPD

Atoms and positions in Å:
C -0.4366 -0.9399 -0.2057
C 0.7874 1.2111 0.4008
C -1.8006 -0.5810 -0.1169
C 0.8719 -0.0376 -0.0355
F -2.0936 0.6610 -0.3684
F 2.0148 -0.6217 -0.2020
H -0.3266 -1.7168 0.4792
H -0.3435 -1.4549 -1.1277
H -0.2476 1.6910 0.6561
H 1.5744 1.7889 0.5202

Properties
HOMO, eV: -9.1
Electronic energy, eV: -9643.0098
ΔE to the lowest compared entry with this formula, charge and spin, kcal/mol: 79.4
Orbital gap, eV: 9.22


No. 13
Molecular formula: C4H4F2
Method: DFT, wB97M-V/def2-TZVPD

Atoms and positions in Å:
C -0.9474 -2.1905 0.2692
C -0.6153 -1.0487 0.2551
C -0.4866 0.4165 -0.1229
C 1.1205 0.9571 -0.1291
F -0.9980 0.5316 -1.4096
F -1.2909 1.1558 0.6353
H -1.1470 -3.1172 0.6569
H 1.2625 1.8356 -0.7155
H 1.7612 0.1433 -0.4085
H 1.3411 1.3165 0.9690

Properties
HOMO, eV: -11.1
SMILES: C#CC(C)(F)F
Electronic energy, eV: -9645.1402
ΔE to the lowest compared entry with this formula, charge and spin, kcal/mol: 30.3
Orbital gap, eV: 12.04


No. 14
Molecular formula: C4H4F2N2
Method: DFT, wB97M-V/def2-TZVPD

Atoms and positions in Å:
C 2.0705 -0.8851 -0.3061
C 1.6583 0.5019 -0.0158
C -0.5696 -0.4902 0.4265
C -2.0291 -0.3750 0.2076
N 2.3033 -1.9924 -0.5457
N 0.1569 0.4978 -0.0562
F -2.6504 -1.2455 -0.5577
F -2.4344 0.9887 -0.2858
H 2.1491 1.2139 -0.6596
H 2.0978 0.7281 0.9995
H -2.5581 -0.3573 1.3236
H -0.1943 1.4149 -0.5303

Properties
HOMO, eV: -9.6
Electronic energy, eV: -12624.5117
ΔE to the lowest compared entry with this formula, charge and spin, kcal/mol: 73.9
Orbital gap, eV: 9.74


No. 15
Molecular formula: C4H4F2O2
Method: DFT, wB97M-V/def2-TZVPD

Atoms and positions in Å:
C 0.2070 1.5885 -0.2066
C 0.1510 0.2143 -0.2931
C 1.2304 -0.6527 -0.0855
O 2.4080 -0.2064 0.1327
O 0.9232 -1.9551 -0.0160
C -1.3362 -0.1201 -0.1406
F -1.7933 -1.1230 -1.0016
F -1.7873 -0.5338 1.2646
H -0.9630 2.0322 0.0080
H 1.1496 2.1766 -0.0384
H 1.7731 -2.2533 0.6965
H -1.9624 0.8329 -0.3200

Properties
HOMO, eV: -10.9
SMILES: C=C(C(=O)O)C(F)F
Electronic energy, eV: -13739.9480
ΔE to the lowest compared entry with this formula, charge and spin, kcal/mol: 59.1
Orbital gap, eV: 10.09


No. 16
Molecular formula: C4H4F3N2O2
Method: DFT, wB97M-V/def2-TZVPD

Atoms and positions in Å:
O 1.2145 -1.5525 0.2034
N 2.2468 -0.8843 0.0341
C 2.3320 0.5080 0.1858
N 1.3111 1.2109 0.4816
C -0.0153 0.9945 0.5957
C -0.8158 0.1242 -0.2206
O -0.3267 -0.6050 -1.2184
C -2.3476 0.0356 -0.0450
F -3.0546 0.9603 -0.7940
F -2.8118 -1.2142 -0.4219
F -2.6964 0.1296 1.2491
H 3.1195 -1.3477 0.1715
H 3.2194 1.0303 0.0715
H -0.3708 1.5948 1.3881
H -1.0045 -0.9846 -1.6809

Properties
HOMO (alpha / beta), eV: -14.9 / -14.7
SMILES: O=[NH+]/C=N\C=C(/O)C(F)(F)F
Net charge: +1
Electronic energy, eV: -19428.6764
ΔE to the lowest compared entry with this formula, charge and spin, kcal/mol: 72.9
Orbital gap (alpha / beta), eV: 7.33 / 7.97


No. 17
Molecular formula: C4H4F4
Method: DFT, wB97M-V/def2-TZVPD

Atoms and positions in Å:
C 0.8608 0.6317 1.3073
C 0.6586 0.4346 0.0455
C -2.1504 -1.8208 0.1838
C 1.1326 1.0104 -1.2131
F -2.0700 -1.3777 1.4268
F 2.0590 0.2346 -1.8080
F 0.1470 1.1772 -2.1132
F 1.7091 2.2343 -1.0727
H 1.5040 1.4103 1.7187
H 0.3755 0.0170 2.0514
H -2.0540 -2.8791 0.0554
H -2.1720 -1.0724 -0.5820

Properties
HOMO (alpha / beta), eV: -10.1 / -8.5
Electronic energy, eV: -15077.8974
ΔE to the lowest compared entry with this formula, charge and spin, kcal/mol: 85.9
Orbital gap (alpha / beta), eV: 10.57 / 7.32


No. 18
Molecular formula: C4H4FIO
Method: DFT, wB97M-V/def2-TZVPD

Atoms and positions in Å:
C 2.1494 -0.4853 -0.0799
C -0.3900 -0.2500 0.3980
C 0.8222 -0.6874 -0.3968
C -0.4571 1.0424 -0.3992
O 2.6010 0.3618 0.5776
F -0.9929 0.8992 -1.6160
I 3.3687 -2.1490 -0.9383
H -1.1425 -1.0282 0.2924
H -0.2765 0.0659 1.4505
H 0.6177 -0.9701 -1.3792
H 0.2374 1.7700 -0.1438

Properties
HOMO (alpha / beta), eV: -8.8 / -8.8
Electronic energy, eV: -17075.0859
ΔE to the lowest compared entry with this formula, charge and spin, kcal/mol: 37.3
Orbital gap (alpha / beta), eV: 7.75 / 8.07


No. 19
Molecular formula: C4H4FN
Method: DFT, wB97M-V/def2-TZVPD

Atoms and positions in Å:
N 2.7258 0.3827 0.2367
C 1.6635 -0.0119 -0.0850
C 0.3198 -0.4342 -0.3987
C -0.7771 -0.5112 0.6160
C -0.6744 0.6840 -0.2641
F -0.0316 1.7150 0.1984
H 0.1311 -1.0233 -1.2811
H -1.5934 -1.1937 0.4591
H -0.4000 -0.4819 1.6235
H -1.3638 0.8745 -1.1048

Properties
HOMO, eV: -10.7
SMILES: N#C[C@H]1C[C@H]1F
Electronic energy, eV: -8418.4398
ΔE to the lowest compared entry with this formula, charge and spin, kcal/mol: 31.3
Orbital gap, eV: 11.50


No. 20
Molecular formula: C4H4FN
Method: DFT, wB97M-V/def2-TZVPD

Atoms and positions in Å:
F 2.2805 -1.4359 -1.5170
N 1.3738 -0.3750 -1.5008
C 0.8093 -0.3502 -0.3593
C -0.1870 0.7112 -0.0391
C -1.4780 0.0797 0.3274
C -0.9261 0.6720 1.3427
H 1.1382 -1.0514 0.2827
H -0.1391 1.4386 -0.8015
H -2.0253 -0.7697 -0.0519
H -0.8461 1.0807 2.3167

Properties
HOMO, eV: -10.0
SMILES: F/N=C/C1C=C1
Electronic energy, eV: -8415.0035
ΔE to the lowest compared entry with this formula, charge and spin, kcal/mol: 110.5
Orbital gap, eV: 10.58